Entry 1:
Entry from the Open Molecules 2025 dataset: a cluster of 2 separate species, C2H3P in total at a distorted geometry (ωB97M-V with the def2-TZVPD basis set).

Atoms and positions in Å:
1 C -1.448084 1.061522 0.013616
2 C -0.360960 0.566581 -0.121027
3 P 1.373859 0.139308 -0.148717
4 H -2.369699 1.523218 0.198535
5 H 1.587358 -2.410856 -0.727545
6 H 1.217527 -0.879773 0.785140

Forces on the atoms, in the same order (eV/Å):
C -0.05 -0.01 -0.01
C 1.81 -0.27 0.18
P -1.10 1.10 -0.39
H -0.69 0.21 -0.02
H 0.08 -0.60 -0.13
H -0.06 -0.43 0.36

- multiplicity = 3
- charge = 0
- Kohn-Sham gap (alpha / beta) (Eh) = 0.3454 / 0.2979
- ΔE to the lowest compared entry with this formula, charge and spin (kJ/mol) = 147.8
- energy (eV) = -11404.9750
- LUMO energy (alpha / beta) (eV) = 1.2 / -1.9



Entry 2:
Entry from the Open Molecules 2025 dataset: an isolated molecule of C16H18N2O5S2 at a distorted geometry (ωB97M-V with the def2-TZVPD basis set).

Atoms and positions in Å:
1 C 0.746601 1.293182 2.994876
2 C 0.415870 2.055017 1.720360
3 O 1.624688 2.395777 1.027466
4 C 1.974469 1.615565 0.007327
5 O 1.285940 0.767282 -0.493540
6 N 3.245926 1.950200 -0.415450
7 C 4.128700 1.151625 -1.126655
8 O 5.280358 1.477173 -1.239502
9 C 3.543297 -0.019896 -1.918181
10 O 3.103215 -1.151790 -1.173619
11 C 3.345767 -1.209705 0.126243
12 O 3.944442 -0.360484 0.740077
13 C 2.832085 -2.489508 0.748679
14 C 1.450039 -2.923886 0.260117
15 C 0.353790 -1.968104 0.710417
16 S -1.266108 -2.715491 0.303457
17 C -2.270919 -1.333935 0.071313
18 N -1.948293 -0.106731 0.244480
19 C -2.986989 0.733442 -0.050252
20 C -2.961429 2.123276 0.012393
21 C -4.100645 2.829158 -0.315297
22 C -5.266876 2.177419 -0.704821
23 C -5.315525 0.798381 -0.779660
24 C -4.176006 0.085758 -0.454380
25 S -3.934659 -1.639023 -0.465550
26 H 1.336811 1.911255 3.666525
27 H -0.174585 1.002778 3.491353
28 H 1.319054 0.400355 2.753982
29 H -0.215981 1.446191 1.065274
30 H -0.073754 3.004246 1.948815
31 H 3.696850 2.691900 0.109884
32 H 4.328506 -0.364718 -2.600207
33 H 2.674605 0.327447 -2.485722
34 H 3.557868 -3.267521 0.497690
35 H 2.841713 -2.357940 1.832055
36 H 1.450405 -2.986971 -0.828237
37 H 1.241961 -3.919605 0.659646
38 H 0.404004 -1.011262 0.195557
39 H 0.376226 -1.817065 1.790145
40 H -2.056900 2.628965 0.306763
41 H -4.086973 3.907795 -0.270137
42 H -6.143830 2.754534 -0.955270
43 H -6.213329 0.284778 -1.085277

Forces on atoms 1 to 6 (eV/Å):
C 0.07 0.27 -0.36
C -0.44 -0.32 0.19
O 0.29 0.27 0.10
C 0.30 0.21 -0.17
O -0.15 -0.19 -0.13
N -0.07 0.73 0.28

- charge = 0
- Kohn-Sham gap (Eh) = 0.3283
- ΔE to the lowest compared entry with this formula, charge and spin (kJ/mol) = 37.7
- energy (eV) = -51773.9324
- SMILES string = CCOC(=O)NC(=O)COC(=O)CCCSc1nc2ccccc2s1
- LUMO energy (eV) = 0.6



Entry 3:
Entry from the Open Molecules 2025 dataset: a structure of composition C13H33Cl2N2OP2RhS at a distorted geometry (ωB97M-V with the def2-TZVPD basis set).

Atoms and positions in Å:
1 C -1.435303 -0.152035 -4.621425
2 C -1.399735 -0.432584 -3.269371
3 H -2.302290 0.398921 -4.867117
4 H -1.158025 -1.059027 -5.113934
5 H -0.514672 0.565196 -4.832373
6 O -1.818187 -0.570047 -2.170033
7 Cl 1.027999 -0.130945 -4.107131
8 Rh 0.847245 0.187421 0.768979
9 P 0.599379 -2.216295 -1.345216
10 C -0.541340 -3.298362 -0.416060
11 C 0.352613 -2.955881 -3.007319
12 H 0.699113 -3.987669 -3.057945
13 H 2.352528 -3.916565 -1.249987
14 H 0.915329 -2.372605 -3.748083
15 H 2.987513 -2.271954 -1.372161
16 H -1.570225 -3.013117 -0.651414
17 H -0.696935 -2.937616 -3.325567
18 C 2.232080 -2.903908 -0.904600
19 H -0.399634 -4.345513 -0.702069
20 H 2.382644 -2.861503 0.170656
21 H -0.392401 -3.196971 0.659805
22 P 0.278630 2.067666 -1.248372
23 C -0.937044 2.937117 -0.118742
24 C 1.792891 3.187072 -1.040671
25 H 0.355731 2.511236 -3.688137
26 H -0.393544 3.897107 -2.826492
27 H -1.360566 2.414706 -3.104967
28 C -0.342267 2.793026 -2.877928
29 H 2.547261 2.771069 -1.728583
30 H 1.553600 4.225944 -1.294623
31 H -1.032414 4.009111 -0.395949
32 H -0.557839 2.814116 0.919301
33 H 2.142589 3.076189 0.005414
34 H -1.903084 2.405717 -0.260341
35 Cl 3.052478 0.596773 0.462930
36 C -2.787091 0.947064 2.677715
37 N -1.452990 0.687617 3.229689
38 C -1.353103 0.403095 4.671084
39 C -0.633428 -0.073701 2.423127
40 S -1.443003 -0.655649 1.011857
41 N 0.693786 -0.324720 2.901909
42 C 1.495208 0.740039 3.596665
43 C 1.443698 -1.538862 2.568243
44 H -3.382817 1.406130 3.472039
45 H -3.315898 0.042685 2.325438
46 H -2.701175 1.650648 1.826995
47 H -0.786502 -0.536823 4.819728
48 H -0.790534 1.239495 5.119457
49 H -2.367007 0.314761 5.066470
50 H 1.886857 0.298549 4.526171
51 H 2.339596 1.044483 2.923392
52 H 0.860955 1.593681 3.796994
53 H 0.763761 -2.297612 2.111182
54 H 2.238854 -1.264252 1.824465
55 H 1.926704 -1.912434 3.466878

Forces on atoms 1 to 6 (eV/Å):
C 0.31 1.81 -1.08
C -1.85 0.28 4.95
H -1.79 -0.17 -0.45
H -0.16 -0.42 -0.95
H -1.51 -1.18 0.25
O 2.36 0.40 -4.58

- multiplicity = 5
- charge = +2
- Kohn-Sham gap (alpha / beta) (Eh) = 0.2867 / 0.1868
- ΔE to the lowest compared entry with this formula, charge and spin (kJ/mol) = 404.4
- energy (eV) = -76489.0404
- LUMO energy (alpha / beta) (eV) = -6.5 / -9.6



Entry 4:
Entry from the Open Molecules 2025 dataset: a cluster of 5 separate species, C19H23Br8F3N4O in total at a distorted geometry (ωB97M-V with the def2-TZVPD basis set).

Atoms and positions in Å:
1 H -2.089902 1.542962 -2.673300
2 N -2.704820 0.909297 -2.160899
3 C -2.520409 1.038759 -0.908951
4 C -1.529032 2.050144 -0.373247
5 C -3.399158 0.155680 -0.038413
6 C -2.688924 -0.691077 1.041882
7 C -3.726362 -1.627608 1.523995
8 N -4.529032 -2.382148 1.848641
9 C -1.594452 -1.600960 0.449455
10 F -2.092746 -2.429452 -0.453751
11 F -0.598618 -0.907814 -0.083537
12 F -1.079123 -2.361429 1.431635
13 C -2.174279 0.111958 2.323276
14 C -2.537601 -0.571431 3.567721
15 C -2.872277 -1.022047 4.618820
16 C -2.790563 1.448154 2.426100
17 N -3.298995 2.478919 2.415199
18 O -0.722017 0.276232 2.258034
19 C -0.020070 -0.037279 3.303758
20 N 0.649250 -0.413272 4.163041
21 H -1.114516 1.830011 0.600929
22 H -0.684357 2.062436 -1.063008
23 H -1.975949 3.042547 -0.416967
24 H -4.232793 0.732747 0.395366
25 H -3.867469 -0.546566 -0.726077
26 H -3.080182 -1.541295 5.526412
27 Br 1.557168 2.858615 -3.025731
28 C 2.764564 1.346907 -2.802199
29 C 2.122905 0.240026 -2.013765
30 Br 2.058470 0.654604 -0.111312
31 H 3.664411 1.728512 -2.331531
32 H 2.995758 1.009109 -3.809622
33 H 2.714639 -0.668879 -2.095118
34 H 1.102280 0.037212 -2.324962
35 Br 5.421499 -1.717783 -1.217370
36 C 4.008879 -2.960244 -0.711389
37 C 4.106396 -4.251125 -1.476907
38 Br 3.470849 -4.041178 -3.303510
39 H 3.064443 -2.450423 -0.873342
40 H 4.144481 -3.132865 0.353782
41 H 3.463871 -5.006718 -1.030847
42 H 5.122215 -4.627153 -1.536899
43 Br 10.015030 2.768496 0.010621
44 C 8.644403 1.461305 0.451171
45 C 8.808030 0.191737 -0.339875
46 Br 8.208836 0.403657 -2.177965
47 H 7.686280 1.939772 0.277716
48 H 8.765170 1.263039 1.513620
49 H 8.183749 -0.596824 0.076189
50 H 9.837961 -0.146240 -0.383461
51 Br -9.725949 0.382404 -0.972149
52 C -8.938977 1.629755 0.293433
53 C -7.457508 1.781947 0.077099
54 Br -6.467799 0.247155 0.757063
55 H -9.180228 1.265114 1.286251
56 H -9.444684 2.576834 0.120104
57 H -7.077919 2.637367 0.631972
58 H -7.194613 1.883815 -0.970769

Forces on atoms 1 to 6 (eV/Å):
H -0.06 0.04 -0.05
N -0.03 -0.17 0.22
C 0.13 0.06 -0.43
C 0.09 -0.29 -0.48
C 0.61 0.41 -0.43
C -0.76 0.17 0.23

- charge = 0
- Kohn-Sham gap (Eh) = 0.3698
- energy (eV) = -596571.9316
- SMILES string = [H]/N=C(\C)C[C@@](C#N)(C(F)(F)F)[C@](C#C)(C#N)OC#N.BrCCBr.BrCCBr.BrCCBr.BrCCBr
- LUMO energy (eV) = -0.1



Entry 5:
Entry from the Open Molecules 2025 dataset: a cluster of 3 separate species, C12H15F5O8S in total at a distorted geometry (ωB97M-V with the def2-TZVPD basis set).

Atoms and positions in Å:
1 O 3.147338 -3.736809 -1.732088
2 S 1.878535 -3.655325 -2.360237
3 O 1.639834 -4.436193 -3.524676
4 O 1.463785 -2.159861 -2.677091
5 C 0.104822 -1.900952 -2.296563
6 C -0.394370 -3.059901 -1.402413
7 C -1.482179 -4.001368 -1.963161
8 F -1.937532 -4.738389 -0.903151
9 F -1.016998 -4.857934 -2.874745
10 C -2.743191 -3.317980 -2.547161
11 F -3.613404 -4.250804 -2.916117
12 F -3.320137 -2.561945 -1.617410
13 F -2.476524 -2.575286 -3.615425
14 O 0.786253 -3.881486 -1.230022
15 H -0.496511 -1.649554 -3.165736
16 H 0.137155 -1.007609 -1.667331
17 H -0.635041 -2.734581 -0.391613
18 O 0.267796 -1.035661 0.518106
19 C 0.001275 -0.427088 1.521183
20 C -0.196947 -0.978199 2.916879
21 C -0.885968 0.183337 3.635029
22 C -0.342511 1.386772 2.875655
23 O -0.129526 0.908745 1.527840
24 H 0.784371 -1.203471 3.337326
25 H -0.796631 -1.883801 2.888534
26 H -0.688571 0.229977 4.703183
27 H -1.965114 0.113615 3.494044
28 H 0.615462 1.733739 3.266542
29 H -1.030984 2.226841 2.841129
30 O 0.548532 5.196792 2.727007
31 C 0.703686 4.859094 1.589636
32 C 1.947804 4.247671 0.968616
33 C 1.684406 4.401709 -0.528212
34 C 0.161874 4.359011 -0.580832
35 O -0.275437 4.942774 0.659916
36 H 2.002922 3.199371 1.267376
37 H 2.836728 4.774428 1.303201
38 H 2.153753 3.639847 -1.146747
39 H 2.039357 5.376354 -0.865545
40 H -0.221732 3.337922 -0.633328
41 H -0.256382 4.936199 -1.401600

Forces on atoms 1 to 6 (eV/Å):
O -0.19 0.37 0.00
S 0.53 -0.38 -0.44
O -0.21 0.02 0.24
O -0.07 -0.05 0.17
C -0.20 1.24 0.52
C 1.05 -0.93 -0.77

- charge = 0
- Kohn-Sham gap (Eh) = 0.3970
- energy (eV) = -53489.9496
- SMILES string = O=S1(=O)OC[C@@H](C(F)(F)C(F)(F)F)O1.O=C1CCCO1.O=C1CCCO1
- LUMO energy (eV) = 0.3



Entry 6:
Entry from the Open Molecules 2025 dataset: a cluster of 9 separate species, C3H25O9 in total at a distorted geometry (ωB97M-V with the def2-TZVPD basis set).

Atoms and positions in Å:
1 O -0.643535 -1.395524 1.187579
2 H -0.525685 -1.760824 0.307659
3 H -1.469525 -0.922874 1.313859
4 H -0.651765 -2.134324 1.800519
5 O -0.038935 -6.699844 0.824279
6 H -0.628495 -7.135384 0.208679
7 H 0.525635 -7.399884 1.152029
8 O -4.624665 0.599256 3.136299
9 H -5.030245 0.720896 3.994749
10 H -5.309705 0.836796 2.511389
11 O -4.327815 1.020396 -2.792271
12 H -5.097525 1.440466 -2.408431
13 H -4.025285 1.637036 -3.458941
14 O 1.916965 -3.961954 4.206159
15 H 1.461915 -4.663144 3.739799
16 H 1.484145 -3.920634 5.058919
17 O 1.014705 -3.846574 -2.622781
18 H 0.876495 -4.731634 -2.285431
19 H 0.464735 -3.799214 -3.404791
20 O -3.087395 -3.063694 -5.203991
21 H -3.469335 -2.582594 -4.469891
22 H -3.624265 -3.852574 -5.279231
23 O -2.206235 -2.679374 6.245089
24 H -2.027325 -3.002194 7.128259
25 H -2.976925 -2.120614 6.345339
26 C 2.270605 4.765076 -1.379131
27 C 3.816295 4.994916 -1.262181
28 C 4.341315 6.131006 -2.136081
29 O 4.210175 5.328496 0.045299
30 H 2.020125 3.704296 -1.369221
31 H 1.857245 5.320916 -2.220721
32 H 1.816845 5.184736 -0.481311
33 H 4.423745 4.156556 -1.603141
34 H 4.241235 7.136536 -1.727421
35 H 3.809335 6.130816 -3.087441
36 H 5.311315 5.963516 -2.604211
37 H 3.901815 4.601146 0.590699

Forces on atoms 1 to 6 (eV/Å):
O 0.55 0.05 0.53
H 0.07 -0.08 -1.27
H -0.92 0.80 -0.22
H 0.36 -0.84 0.99
O -0.02 0.40 0.03
H -0.18 -0.14 -0.14

- charge = +1
- Kohn-Sham gap (Eh) = 0.2541
- ΔE to the lowest compared entry with this formula, charge and spin (kJ/mol) = 374.1
- energy (eV) = -21934.8646
- LUMO energy (eV) = -4.7